A cluster of 14 separate species, C22H66FN28O17 in total. Source: the OMol25 dataset; level of theory: ωB97M-V/def2-TZVPD.

Structure (XYZ):
```
134
Properties=species:S:1:pos:R:3:forces:R:3:lowdin_charge:R:1
C 4.324782 -1.071609 -0.501839 0.07 0.79 -1.12 -0.13
C 4.482562 0.492015 -0.888300 0.16 -0.89 0.58 -0.25
C 3.818872 1.442637 0.234662 0.25 0.60 -1.26 -0.19
C 2.435475 2.130001 -0.272178 0.30 -0.82 -0.13 -0.17
C 1.196644 1.714720 0.652760 1.72 0.26 0.86 -0.21
N -0.058162 2.461379 0.383632 -0.44 -1.28 -0.16 -0.02
C -0.925505 1.874696 -0.660707 -1.52 0.36 -0.54 -0.19
C -0.316570 1.992397 -2.163288 0.27 2.99 -3.96 -0.58
O 0.266032 1.049647 -2.770735 -1.09 0.58 2.05 -0.08
O -0.522899 3.186663 -2.765979 0.21 -3.93 3.28 -0.17
C -1.436964 0.393227 -0.368626 2.61 -3.04 -0.83 -0.27
O -0.781052 -0.657236 -0.568346 -1.85 3.43 0.86 0.05
N -2.825890 0.188909 0.142509 -0.91 -1.15 -2.64 0.14
C -3.149190 -1.233131 0.181799 1.42 -1.34 3.94 -0.38
O -2.880438 -1.880200 1.205765 -1.46 1.70 -4.33 0.09
F -3.811575 -1.871146 -0.903223 1.14 1.67 1.78 0.04
H 3.251940 -1.360291 -0.765624 1.37 0.17 0.71 0.06
H 4.583153 -1.272990 0.586543 -0.38 0.20 -1.43 0.07
H 5.009640 -1.658950 -1.204425 -0.88 0.53 1.13 0.07
H 5.595112 0.729814 -1.025576 -1.52 -0.33 0.43 0.07
H 4.005443 0.599343 -1.910637 0.37 0.16 1.22 0.09
H 3.681014 0.850696 1.191551 0.16 0.79 -1.03 0.10
H 4.574202 2.285265 0.393206 -1.15 -1.16 0.23 0.09
H 2.307497 1.759051 -1.347634 -0.25 0.74 1.51 0.09
H 2.565227 3.251650 -0.255060 -0.32 -1.34 -0.04 0.08
H 1.513943 1.996134 1.719852 -0.48 -0.35 -1.44 0.12
H 1.114274 0.583532 0.646484 -0.19 1.16 -0.15 0.11
H -0.632255 2.551204 1.239031 0.70 -0.14 -0.60 0.11
H -1.867942 2.529450 -0.698362 1.31 -0.87 0.04 0.14
H -3.428969 0.617903 -0.588227 0.31 0.05 0.74 0.14
C -3.018944 -0.292924 5.006973 0.14 -0.06 -0.13 -0.69
O -2.724174 0.057755 6.145830 0.06 -0.02 0.15 -0.01
N -4.297650 -0.300230 4.552205 -0.31 0.10 0.31 0.16
N -2.091526 -0.699730 4.107621 0.58 -0.06 0.03 0.17
H -4.561071 -0.580176 3.625529 0.00 0.07 0.07 0.08
H -5.013371 -0.002038 5.192396 -0.01 -0.07 -0.24 0.09
H -1.128604 -0.704759 4.408132 -0.03 -0.02 -0.18 0.08
H -2.309183 -0.992319 3.171888 -0.03 -0.03 -0.05 0.06
C -7.397551 1.647986 4.069224 -0.19 0.31 0.32 -0.66
O -6.967688 0.522680 3.841056 0.13 0.01 -0.24 -0.01
N -7.396968 2.632615 3.136988 0.15 0.08 -0.65 0.16
N -7.908659 1.998171 5.271498 0.06 -0.24 0.48 0.18
H -7.743737 3.559017 3.303215 0.04 -0.08 0.04 0.10
H -7.023507 2.406395 2.230455 -0.04 0.07 0.14 0.11
H -7.927399 1.287558 5.987939 -0.21 -0.03 -0.12 0.10
H -8.266106 2.911427 5.481561 0.04 -0.06 -0.07 0.10
C 3.298688 5.401705 1.950352 -0.01 -0.53 0.09 -0.68
O 3.368331 4.188411 1.845637 0.06 0.26 0.16 0.03
N 3.707970 6.070993 3.058626 0.10 0.09 0.44 0.15
N 2.802455 6.191419 0.960695 -0.23 0.23 -0.71 0.16
H 3.657958 7.068805 3.160332 0.10 -0.06 0.14 0.08
H 4.082109 5.522375 3.814045 0.01 0.16 -0.11 0.11
H 2.487133 5.731884 0.121651 -0.02 0.03 0.14 0.10
H 2.734658 7.190244 1.024247 -0.02 -0.09 0.07 0.09
C 6.766196 7.986832 3.252350 -0.53 -0.22 -0.31 -0.69
O 5.906179 8.153012 4.108808 0.04 0.11 0.16 0.00
N 6.473517 7.618334 1.985111 -0.03 0.20 0.43 0.15
N 8.091763 8.159565 3.505913 0.65 0.23 0.52 0.14
H 7.160751 7.476682 1.269535 -0.25 -0.06 -0.09 0.07
H 5.503384 7.480988 1.761352 0.25 -0.17 -0.18 0.07
H 8.348387 8.433766 4.438923 -0.04 -0.06 -0.15 0.10
H 8.812499 8.028739 2.821042 -0.11 -0.03 0.02 0.09
C -5.806199 -5.537798 -0.184215 0.15 -0.44 0.62 -0.71
O -6.409472 -6.480039 0.304677 -0.06 0.12 -0.20 0.02
N -6.127547 -5.008829 -1.394896 -0.68 0.40 -0.80 0.14
N -4.765157 -4.933425 0.435211 0.33 0.14 0.39 0.17
H -5.643739 -4.234330 -1.813555 0.09 -0.09 0.04 0.10
H -6.896964 -5.428758 -1.888852 0.23 -0.07 0.03 0.10
H -4.499944 -5.294521 1.336180 -0.01 0.08 -0.13 0.11
H -4.256519 -4.153260 0.056829 0.00 -0.01 0.04 0.07
C 6.158335 8.078298 -1.553912 -0.21 -0.24 0.14 -0.67
O 6.128521 7.347991 -0.574619 0.12 0.11 -0.45 0.01
N 7.309598 8.621874 -2.028407 0.68 0.14 0.01 0.15
N 5.043284 8.408235 -2.251499 -0.56 0.04 -0.03 0.16
H 7.354562 9.222942 -2.830384 -0.04 -0.06 0.05 0.09
H 8.158501 8.399487 -1.537315 -0.13 0.04 -0.12 0.10
H 4.170530 8.023164 -1.930293 0.13 0.00 -0.10 0.11
H 5.044598 9.005104 -3.057747 0.02 -0.06 0.05 0.10
C 1.513724 -3.353664 -3.736574 -0.10 0.23 0.10 -0.69
O 2.080560 -4.345677 -4.187692 0.09 -0.35 -0.22 -0.02
N 1.079625 -2.337307 -4.514003 -0.17 0.23 -0.65 0.17
N 1.270305 -3.183375 -2.417781 0.03 -0.40 0.61 0.17
H 0.614442 -1.520343 -4.152192 0.13 0.10 0.08 0.10
H 1.237393 -2.412843 -5.504119 -0.02 0.06 0.17 0.10
H 1.574630 -3.913888 -1.797129 -0.02 0.15 -0.07 0.11
H 0.809784 -2.376977 -2.032322 0.02 0.14 -0.02 0.09
C 8.912725 1.384526 -0.512853 -0.55 -0.31 0.16 -0.70
O 8.019493 0.714674 -0.025774 0.26 0.08 -0.03 0.03
N 10.100012 1.593572 0.117339 0.60 0.00 0.51 0.14
N 8.799806 1.981052 -1.728406 -0.22 0.19 -0.62 0.15
H 10.847607 2.141335 -0.266268 -0.08 -0.04 0.00 0.09
H 10.220484 1.167288 1.020430 -0.04 0.07 -0.15 0.10
H 7.934150 1.849001 -2.225077 0.10 0.03 0.10 0.11
H 9.522016 2.536458 -2.147719 -0.05 -0.04 0.06 0.09
C 1.823290 -0.574162 5.936287 -0.29 -0.06 -0.19 -0.70
O 1.521410 -0.975625 4.823322 -0.06 0.02 0.07 0.02
N 3.101069 -0.262953 6.278675 0.75 0.02 -0.09 0.14
N 0.909199 -0.403113 6.926295 -0.50 -0.13 0.16 0.16
H 3.371274 0.068819 7.185708 -0.07 -0.01 -0.07 0.09
H 3.806279 -0.376262 5.569775 -0.13 0.06 0.09 0.11
H -0.051760 -0.621628 6.710439 0.01 0.17 0.10 0.09
H 1.137615 -0.073931 7.845648 -0.01 0.01 -0.09 0.09
C -10.103171 -3.699403 0.072904 -0.04 0.07 0.41 -0.70
O -10.945358 -3.522656 0.941208 0.02 -0.01 -0.02 0.01
N -10.427333 -4.028121 -1.204801 -0.45 -0.13 -0.55 0.15
N -8.773826 -3.582656 0.310490 0.37 0.24 0.20 0.17
H -9.752339 -4.177379 -1.931552 -0.02 0.02 0.09 0.09
H -11.405324 -4.123948 -1.419514 0.16 0.01 0.04 0.10
H -8.494968 -3.341041 1.245116 0.05 -0.13 -0.17 0.09
H -8.065593 -3.724211 -0.388051 0.03 -0.10 0.10 0.07
C 3.287017 -7.189880 -7.025750 0.30 -0.18 0.23 -0.72
O 3.849678 -8.179166 -7.479302 -0.07 -0.03 -0.11 0.00
N 2.852957 -6.170622 -7.811352 -0.18 0.22 -0.59 0.15
N 3.046956 -7.024950 -5.702819 -0.14 -0.22 0.45 0.16
H 2.389594 -5.351635 -7.459700 0.04 -0.05 0.04 0.10
H 3.011423 -6.254624 -8.801466 -0.10 0.05 0.14 0.11
H 3.353136 -7.758080 -5.086574 -0.02 0.13 -0.11 0.10
H 2.586024 -6.219156 -5.313443 0.06 0.23 0.14 0.06
C -0.391477 -6.988090 -9.659786 0.29 0.28 0.21 -0.70
O 0.030820 -5.844931 -9.746763 -0.07 -0.09 -0.09 0.01
N -1.303861 -7.498457 -10.529345 -0.49 -0.01 -0.62 0.14
N 0.012203 -7.846413 -8.690432 0.22 -0.12 0.48 0.16
H -1.663690 -8.433297 -10.476684 0.06 0.07 0.03 0.09
H -1.627449 -6.891225 -11.263032 0.06 -0.10 0.13 0.10
H 0.689208 -7.503765 -8.026699 0.01 -0.06 -0.12 0.08
H -0.322413 -8.787944 -8.603057 0.03 0.07 -0.04 0.10
C -9.486073 -1.735935 5.185486 0.19 0.09 -0.21 -0.69
O -9.318973 -0.983970 6.139341 -0.05 0.06 0.09 0.00
N -8.813828 -1.595143 4.019076 0.28 0.23 -0.18 0.17
N -10.361476 -2.774562 5.218479 -0.51 -0.42 0.42 0.15
H -8.937590 -2.199436 3.228428 -0.22 -0.01 0.13 0.08
H -8.152190 -0.828677 3.958017 0.07 -0.11 -0.03 0.05
H -10.879876 -2.910737 6.069397 0.09 0.01 -0.14 0.10
H -10.514017 -3.400929 4.448870 0.02 0.11 -0.03 0.09
```
Forces are in eV/Å.

2S+1: 1
Frontier orbital gap: 6.47 eV
LUMO: 1.4 eV
Charge: -1
DFT total energy: -3790.57974 hartree